# C36H37F3O3P2SSr

A structure of composition C36H37F3O3P2SSr at a distorted geometry (the ωB97M-V functional and the def2-TZVPD basis, OMol25).

Summary:
energy relative to the best compared isomer or geometry (same formula, charge and spin): 0.0 kJ/mol
Kohn-Sham gap: 6.460 eV
E_LUMO: -0.5 eV
multiplicity: 1
highest occupied orbital energy: -6.93 eV

Last column: Löwdin charge in e.
CARTESIAN COORDINATES (ANGSTROEM)
H -0.306 -0.820 1.121  0.08
H 6.083 -2.073 0.289  0.09
C 2.199 -2.255 2.947  -0.09
C -4.546 -0.775 -0.164  -0.16
C 6.653 3.053 -5.677  -0.09
C 6.515 0.434 2.577  -0.11
H 0.177 -0.161 -5.263  0.10
C 7.634 -2.000 1.771  -0.08
C 6.507 -1.499 1.110  -0.10
H -5.946 -3.161 -0.350  0.10
H -5.554 2.424 0.034  -0.07
C -3.815 -2.941 1.070  -0.19
H 3.285 2.668 -5.298  0.10
O -7.472 0.577 2.618  -0.47
H -4.351 -3.737 0.537  0.11
C 3.281 -1.508 2.472  -0.08
F -8.329 -1.369 4.684  0.10
C -0.451 1.802 -4.598  -0.09
H -7.491 -2.302 -0.508  0.12
H -2.842 -3.365 1.377  0.11
F -9.149 0.183 6.009  0.13
H -4.237 3.178 1.018  -0.08
H -0.795 3.779 -3.784  0.10
C 6.104 2.578 -3.366  -0.11
H 6.081 1.388 2.880  0.10
H 2.310 -0.108 -4.021  0.09
S -7.648 1.107 4.000  0.51
C -5.207 2.656 1.052  -0.37
C -6.538 -2.329 0.052  -0.18
C 0.909 -2.013 2.461  -0.10
C -0.112 2.930 -3.837  -0.09
C 8.193 -1.295 2.841  -0.09
P 3.579 2.031 -2.312  1.00
C 5.934 -0.284 1.509  -0.41
C -6.931 -2.644 1.525  -0.17
C 7.053 2.859 -4.348  -0.09
C 1.783 -0.294 0.994  -0.10
H 4.979 3.119 -7.046  0.10
H -7.771 -1.992 1.820  0.11
H 4.280 -1.685 2.876  0.10
H -5.955 3.282 1.565  -0.07
H 8.109 2.928 -4.080  0.10
F -9.978 -0.084 3.999  0.12
C -5.866 -1.010 -0.138  -0.12
C 4.341 2.710 -5.025  -0.09
H 4.069 -0.283 -3.031  0.07
H 1.629 0.472 0.231  0.10
H 1.366 3.842 -2.546  0.10
C 4.738 2.481 -3.699  -0.36
H -6.229 -2.377 3.569  0.11
P 4.447 0.445 0.705  1.01
H -3.182 -2.282 -0.881  0.13
H -1.401 1.770 -5.132  0.10
O -8.297 2.376 4.142  -0.24
C 1.642 0.749 -3.970  -0.10
H -7.327 -3.675 1.555  0.13
H 2.367 -3.024 3.703  0.10
C 7.627 -0.079 3.245  -0.09
C -8.841 -0.109 4.730  -0.61
Sr -5.044 0.684 2.646  1.45
C 1.098 2.969 -3.145  -0.11
H -3.848 -2.423 3.194  0.11
C 5.298 2.974 -6.013  -0.09
O -6.362 0.905 4.723  -0.47
H -6.566 -0.177 -0.287  0.12
C 1.992 1.880 -3.223  -0.42
H -2.576 -1.269 0.423  0.09
C 0.429 0.718 -4.667  -0.08
H 0.064 -2.591 2.841  0.09
H 7.396 3.269 -6.446  0.10
C -5.849 -2.483 2.544  -0.14
C 0.702 -1.024 1.489  -0.09
C -4.524 -2.563 2.336  -0.14
H 6.416 2.417 -2.332  0.10
H 9.069 -1.691 3.357  0.10
C -3.477 -1.795 0.068  -0.18
H 8.058 0.471 4.084  0.10
H 8.068 -2.946 1.445  0.10
H 4.889 -1.307 -1.006  0.06
H -4.184 0.217 -0.464  0.10
C 4.056 0.303 -2.099  -0.35
C 4.505 -0.281 -0.952  -0.33
C 3.085 -0.547 1.470  -0.36